(1)
Entry from OMol25: C4H3N3O2 in the gas phase (the ωB97M-V functional and the def2-TZVPD basis).

Values from the calculation:
calculated total energy: -468.854394 Ha
SMILES: O=C1C=NN=N/C1=C/O

Last column: natural (NBO) charge in e.
Atoms and positions in Å:
1 O -0.3193 -1.5270 -1.4027  -0.515
2 C -0.4510 -0.5046 -0.7149  0.432
3 C -1.4758 0.5561 -1.0538  0.014
4 N -1.6836 1.6543 -0.3504  -0.243
5 N -0.6998 2.0239 0.5791  -0.021
6 N 0.2171 1.2350 0.9262  -0.141
7 C 0.3898 -0.0886 0.4182  -0.170
8 C 1.5003 -0.7093 0.9081  0.335
9 O 1.9146 -1.9451 0.5990  -0.600
10 H -2.2028 0.3202 -1.8490  0.215
11 H 2.1660 -0.2637 1.6505  0.193
12 H 2.6581 -2.1948 1.1995  0.500



(2)
Entry from OMol25: C4H3N3S in the gas phase (the ωB97M-V functional and the def2-TZVPD basis).

Values from the calculation:
calculated total energy: -716.581416 Ha
SMILES: N#CC1=NN=CSC1

Last column: natural (NBO) charge in e.
Atoms and positions in Å:
1 N 3.4596 -0.1839 -0.3409  -0.227
2 C 2.2578 -0.1102 -0.3792  0.224
3 C 0.9271 0.1211 -0.1463  0.088
4 N 0.4740 1.3076 -0.3400  -0.142
5 N -0.8886 1.5998 0.0478  -0.288
6 C -1.8400 0.7883 -0.1777  -0.102
7 S -1.6381 -0.8728 -0.4983  0.326
8 C -0.0762 -0.9603 0.4060  -0.590
9 H -2.8082 1.1554 -0.3456  0.213
10 H -0.1938 -0.8624 1.4680  0.243
11 H 0.3265 -1.9826 0.3064  0.255



(3)
Entry from OMol25: C4H3N4P in the gas phase (the ωB97M-V functional and the def2-TZVPD basis).

Values from the calculation:
calculated total energy: -714.418458 Ha

Last column: natural (NBO) charge in e.
Atoms and positions in Å:
1 C 0.8319 3.1644 -0.6795  0.079
2 C 1.5292 2.0399 -0.7767  0.306
3 C -0.3996 -1.3938 0.3894  0.436
4 C -1.7236 -1.4447 0.7196  -0.132
5 N 0.2512 4.1713 -0.6192  -0.216
6 N 2.0728 0.9701 -0.8511  -0.650
7 N 0.7229 -1.4379 -0.0183  -0.688
8 N -2.1555 -1.3873 1.9287  -0.592
9 P 2.1868 -0.6161 -0.3012  0.964
10 H -2.3563 -1.5381 -0.1808  0.198
11 H -3.1668 -1.4421 2.0083  0.341
12 H 2.2069 -1.0856 -1.6192  -0.045



(4)
Entry from OMol25: C4H3NO in the gas phase (the ωB97M-V functional and the def2-TZVPD basis).

Values from the calculation:
calculated total energy: -284.154001 Ha
SMILES: N#C/C=C\C=O

Last column: natural (NBO) charge in e.
Atoms and positions in Å:
1 N 2.3098 -0.6909 -0.0495  -0.244
2 C 1.3893 0.0361 -0.0016  0.234
3 C 0.4366 1.0751 0.0414  -0.215
4 C -0.8877 1.0478 -0.0632  -0.263
5 C -1.6095 -0.2107 -0.0317  0.354
6 O -1.1158 -1.3362 0.0714  -0.486
7 H 0.9232 2.0854 0.2700  0.252
8 H -1.4557 1.9900 0.0054  0.234
9 H -2.6816 -0.2394 -0.1709  0.134



(5)
Entry from OMol25: C4H3NO in the gas phase (the ωB97M-V functional and the def2-TZVPD basis).

Values from the calculation:
calculated total energy: -284.032932 Ha

Last column: natural (NBO) charge in e.
Atoms and positions in Å:
1 C -0.8791 -0.3652 0.1570  -0.587
2 C 0.7474 -0.2881 -0.0700  -0.137
3 C -1.9430 -0.2176 -0.5597  0.711
4 C 1.9861 -0.3564 0.9183  0.185
5 N 1.5257 0.7522 0.4645  -0.570
6 O -2.8984 -0.0226 -1.2042  -0.461
7 H -1.1980 -0.7620 1.0408  0.256
8 H 0.8616 -0.4675 -1.1857  0.187
9 H 1.7978 1.7273 0.4390  0.416



(6)
Entry from OMol25: a 2-piece molecular cluster, C4H3NO overall (the ωB97M-V functional and the def2-TZVPD basis).

Values from the calculation:
calculated total energy: -283.929571 Ha

Last column: natural (NBO) charge in e.
Atoms and positions in Å:
1 C -1.4897 0.8620 0.1773  0.101
2 C 1.6806 0.3198 0.2950  0.428
3 C -0.4361 0.2879 -0.7663  -0.338
4 C -1.0815 -0.7490 -0.0359  0.017
5 N -2.2844 -0.1782 0.2249  -0.358
6 O 2.4757 -0.5035 0.0161  -0.465
7 H 1.7429 1.0275 1.0931  0.144
8 H 0.1202 0.4433 -1.6505  0.273
9 H -0.7278 -1.5097 0.6463  0.197



(7)
Entry from OMol25: C4H3NO in the gas phase (the ωB97M-V functional and the def2-TZVPD basis).

Values from the calculation:
calculated total energy: -284.038318 Ha

Last column: natural (NBO) charge in e.
Atoms and positions in Å:
1 C -0.3978 -0.1152 -0.0637  -0.442
2 C -1.7976 -0.6419 0.0865  0.411
3 C 0.5996 -0.9805 -0.0664  0.136
4 C 1.3849 -2.2598 0.0096  0.219
5 N 1.9333 -1.0555 0.0518  -0.548
6 O -2.0605 -1.8179 -0.0347  -0.523
7 H -0.3961 1.0172 -0.0144  0.219
8 H -2.4494 0.2104 0.2804  0.104
9 H 2.7979 -0.6271 -0.3118  0.424



(8)
Entry from OMol25: C4H3NO in the gas phase (the ωB97M-V functional and the def2-TZVPD basis).

Values from the calculation:
calculated total energy: -284.141699 Ha
SMILES: O=C1C=CN=C1

Last column: natural (NBO) charge in e.
Atoms and positions in Å:
1 O 0.4335 -2.1606 -0.0043  -0.460
2 C 0.0699 -1.0231 -0.1287  0.482
3 C 1.0932 0.0784 -0.0941  -0.330
4 C 0.3666 1.2378 0.0127  0.006
5 N -1.1603 0.8892 0.1198  -0.353
6 C -1.3022 -0.3805 -0.0747  -0.019
7 H 2.1356 -0.0340 0.0575  0.239
8 H 0.6866 2.2181 0.1825  0.209
9 H -2.3229 -0.8252 -0.0707  0.226